Entry from the OMol25 dataset: a 2-piece molecular cluster, C20H20BN3 overall in a non-equilibrium geometry (ωB97M-V/def2-TZVPD).

* SMILES: Cn1cc(Cc2cn(C)c3ccccc23)c2ccccc21.BC#N
* gap between HOMO and LUMO: 6.028 eV
* relative energy (zero: lowest compared OMol25 entry of this formula, charge and spin): 3.6 kcal/mol
* lowest unoccupied orbital energy: -0.053 hartree
* max |F|: 0.0954 hartree/bohr

```
! wB97M-V def2-TZVPD RIJCOSX def2/J DEFGRID3
* xyz 0 1
C 4.679 2.028 -1.041
N 3.508 1.181 -0.966
C 2.247 1.732 -0.988
C 1.296 0.737 -0.708
C -0.195 1.000 -0.493
C -1.264 0.030 -0.895
C -1.133 -1.202 -1.535
N -2.274 -1.939 -1.367
C -2.376 -3.338 -1.743
C -3.217 -1.177 -0.664
C -2.611 0.090 -0.363
C -3.202 0.917 0.605
C -4.389 0.466 1.215
C -4.914 -0.822 0.990
C -4.340 -1.654 0.009
C 2.032 -0.501 -0.480
C 3.431 -0.177 -0.655
C 4.464 -1.034 -0.280
C 4.123 -2.330 0.147
C 2.777 -2.673 0.331
C 1.727 -1.758 0.073
H 5.582 1.463 -0.824
H 4.778 2.479 -2.037
H 4.566 2.840 -0.307
H 2.161 2.819 -1.055
H -0.449 1.990 -0.931
H -0.250 -1.655 -1.968
H -3.298 -3.759 -1.346
H -2.389 -3.423 -2.836
H -1.527 -3.928 -1.363
H -2.722 1.826 0.996
H -4.920 1.108 1.921
H -5.810 -1.166 1.533
H -4.767 -2.625 -0.253
H 5.500 -0.685 -0.298
H 4.914 -3.059 0.324
H 2.546 -3.673 0.704
H 0.701 -2.030 0.347
H -0.335 1.065 0.575
B -1.518 4.244 2.973
H -2.067 4.926 2.122
H -2.068 3.212 3.229
C -0.055 4.253 3.435
N 1.060 4.204 3.869
*
```



Entry from the OMol25 dataset: one molecule with the formula C20H20BrFN2O4S in a non-equilibrium geometry (ωB97M-V/def2-TZVPD).

* SMILES: O=C(COc1ccc(F)cc1Br)N1CCN(S(=O)(=O)/C=C/c2ccccc2)CC1
* gap between HOMO and LUMO: 8.492 eV
* lowest unoccupied orbital energy: -0.008 hartree
* max |F|: 0.0210 hartree/bohr

```
! wB97M-V def2-TZVPD RIJCOSX def2/J DEFGRID3
* xyz 0 1
O 3.151 2.981 -1.364
C 2.855 1.799 -1.358
N 1.842 1.304 -0.626
C 1.322 -0.046 -0.632
C -0.151 -0.029 -1.069
N -0.946 0.894 -0.292
S -1.414 0.300 1.222
O -0.385 -0.523 1.799
O -1.893 1.419 1.977
C -2.779 -0.739 0.758
C -3.994 -0.208 0.713
C -5.244 -0.865 0.370
C -6.431 -0.132 0.436
C -7.643 -0.718 0.125
C -7.692 -2.048 -0.261
C -6.521 -2.787 -0.335
C -5.308 -2.205 -0.023
H -4.404 -2.789 -0.083
H -6.557 -3.823 -0.636
H -8.638 -2.507 -0.505
H -8.552 -0.139 0.183
H -6.394 0.904 0.739
H -4.065 0.840 0.976
H -2.520 -1.764 0.566
C -0.384 2.229 -0.269
C 1.067 2.202 0.212
H 1.519 3.193 0.153
H 1.094 1.836 1.243
H -0.996 2.822 0.411
H -0.445 2.645 -1.279
H -0.229 0.266 -2.121
H -0.576 -1.025 -0.947
H 1.373 -0.447 0.387
H 1.890 -0.691 -1.299
C 3.672 0.810 -2.202
O 4.051 -0.371 -1.531
C 4.816 -0.282 -0.413
C 5.409 0.874 0.083
C 6.185 0.823 1.229
C 6.366 -0.383 1.877
C 5.784 -1.552 1.416
C 5.012 -1.483 0.276
Br 4.164 -3.031 -0.404
H 5.928 -2.483 1.940
F 7.124 -0.432 2.989
H 6.647 1.716 1.618
H 5.265 1.820 -0.412
H 4.549 1.351 -2.578
H 3.079 0.475 -3.058
*
```



Entry from the OMol25 dataset: C20H20Cl2N6O4PPt as an isolated structure (ωB97M-V/def2-TZVPD).

* gap between HOMO and LUMO: 6.140 eV
* relative energy (zero: lowest compared OMol25 entry of this formula, charge and spin): 13.5 kcal/mol
* lowest unoccupied orbital energy: -0.124 hartree
* max |F|: 0.0131 hartree/bohr

```
! wB97M-V def2-TZVPD RIJCOSX def2/J DEFGRID3
* xyz 1 1
Pt 0.682 -0.220 0.446
Cl 5.332 4.018 -2.143
C 4.461 2.585 -1.726
C 3.286 2.714 -0.996
C 2.572 1.582 -0.645
N 1.366 1.588 0.093
C 0.740 2.641 0.631
O 1.015 3.829 0.577
C -0.479 2.190 1.425
C -1.337 3.131 1.958
C -2.404 2.706 2.735
C -2.556 1.349 2.972
C -1.665 0.460 2.395
N -0.660 0.862 1.616
C 3.034 0.307 -1.028
C 4.205 0.189 -1.758
C 4.917 1.331 -2.105
Cl 6.372 1.146 -3.015
N 2.224 -0.777 -0.626
C 2.479 -2.088 -0.767
O 3.430 -2.637 -1.296
C 1.353 -2.916 -0.170
C 1.340 -4.284 -0.343
C 0.290 -5.017 0.182
C -0.713 -4.348 0.865
C -0.637 -2.975 1.001
N 0.376 -2.265 0.499
H 2.938 3.691 -0.701
H -1.117 4.173 1.770
H -3.085 3.422 3.175
H -3.337 0.979 3.622
H -1.729 -0.601 2.576
H 4.566 -0.784 -2.052
H 2.161 -4.729 -0.888
H 0.253 -6.091 0.061
H -1.550 -4.885 1.289
H -1.404 -2.406 1.500
N -2.184 0.779 -1.564
C -3.675 0.927 -1.380
P -4.178 -0.742 -0.747
O -4.645 -1.656 -1.818
O -3.000 -1.022 0.132
C -5.713 -0.558 0.270
N -6.114 -2.000 0.435
H -1.848 0.213 -0.753
H -1.693 1.672 -1.599
H -1.962 0.254 -2.412
H -4.139 1.236 -2.313
H -3.813 1.685 -0.610
H -6.498 -0.096 -0.326
H -5.630 -0.070 1.237
H -7.037 -2.121 0.853
H -5.427 -2.507 0.998
H -6.087 -2.407 -0.516
*
```



Entry from the OMol25 dataset: one molecule with the formula C20H20ClN3O2S in a non-equilibrium geometry (ωB97M-V/def2-TZVPD).

* SMILES: CC(C)(Sc1nnc(Cl)n1Cc1ccc(C2CC2)c2ccccc12)C(=O)O
* gap between HOMO and LUMO: 7.861 eV
* relative energy (zero: lowest compared OMol25 entry of this formula, charge and spin): 79.2 kcal/mol
* lowest unoccupied orbital energy: -0.001 hartree
* max |F|: 0.0992 hartree/bohr

```
! wB97M-V def2-TZVPD RIJCOSX def2/J DEFGRID3
* xyz 0 1
O 1.217 2.831 -3.288
Cl -3.652 1.819 -1.683
N -1.739 3.402 -0.818
N -0.384 3.357 -0.407
O 1.279 4.992 -2.680
S 1.815 2.022 -0.352
C 1.629 3.747 -2.538
C -2.042 2.212 -1.219
C 0.078 2.170 -0.681
C -4.267 -2.180 -0.046
C -4.264 -2.852 1.173
C 0.444 -1.138 0.204
C 0.603 -1.775 1.400
C -3.154 -1.567 -0.638
C -3.057 -2.839 1.854
C -0.765 -0.978 -0.502
C -0.534 -2.422 1.932
C -1.956 -1.488 0.061
C -1.867 -2.320 1.321
N -0.917 1.374 -1.181
C -0.769 -0.030 -1.672
C 2.961 4.570 -0.548
C 3.811 2.545 -1.969
C 0.960 -3.658 3.831
C 0.994 -4.523 2.525
C 2.582 3.304 -1.414
C -0.272 -3.598 2.848
H 0.851 5.116 -3.528
H -5.141 -2.236 -0.646
H -5.189 -3.360 1.450
H 1.263 -0.637 -0.343
H 1.589 -1.928 1.844
H -3.209 -1.167 -1.674
H -3.160 -3.320 2.833
H -1.437 -0.308 -2.465
H 0.295 -0.239 -2.080
H 3.544 4.396 0.371
H 1.978 5.155 -0.364
H 3.551 5.256 -1.121
H 4.661 3.282 -2.090
H 4.070 1.732 -1.316
H 3.551 2.185 -2.930
H 0.912 -4.227 4.695
H 1.491 -2.705 3.986
H 0.979 -5.651 2.708
H 1.864 -4.222 1.952
H -1.198 -4.099 3.207
*
```



Entry from the OMol25 dataset: C20H20CrF4N6O2S as an isolated structure (ωB97M-V/def2-TZVPD).

* gap between HOMO and LUMO (alpha / beta): 7.695 / 7.968 eV
* <S²>: 6.014
* relative energy (zero: lowest compared OMol25 entry of this formula, charge and spin): 0.0 kcal/mol
* lowest unoccupied orbital energy (alpha / beta): 0.010 / 0.005 hartree
* max |F|: 0.0102 hartree/bohr

```
! wB97M-V def2-TZVPD RIJCOSX def2/J DEFGRID3
* xyz 0 5
Cr 0.752 0.521 -0.396
C 1.476 3.306 -0.077
N 0.293 2.503 0.292
C -0.909 3.136 -0.286
C 0.147 2.428 1.767
C 1.093 1.402 2.362
N 0.911 0.192 1.575
C 1.091 -1.033 2.148
C 0.388 -2.142 1.640
F -0.490 -1.946 0.623
C 0.519 -3.412 2.151
F -0.199 -4.403 1.595
C 1.347 -3.680 3.227
C 2.040 -2.609 3.749
F 2.883 -2.801 4.778
C 1.926 -1.332 3.234
F 2.704 -0.365 3.771
H 1.392 4.318 0.333
H 1.541 3.364 -1.163
H 2.381 2.843 0.317
H -1.049 4.135 0.144
H -1.781 2.528 -0.047
H -0.801 3.215 -1.366
H -0.874 2.102 1.968
H 0.286 3.426 2.200
H 0.821 1.258 3.410
H 2.127 1.769 2.354
H 1.453 -4.676 3.631
N -3.807 -0.648 -6.986
C -2.750 -0.172 -6.231
C -2.817 -0.181 -4.834
C -1.779 0.329 -4.081
C -0.655 0.851 -4.709
C -0.573 0.860 -6.094
C -1.614 0.354 -6.849
S 0.653 1.572 -3.785
O 1.833 1.554 -4.598
O 0.207 2.840 -3.265
N 0.812 0.618 -2.479
C 1.335 -0.643 -2.585
N 1.592 -1.136 -1.343
C 2.180 -2.320 -1.244
C 2.494 -3.053 -2.368
C 2.109 -2.504 -3.586
N 1.527 -1.319 -3.714
H -4.456 -1.268 -6.534
H -3.620 -0.871 -7.948
H -3.690 -0.596 -4.345
H -1.835 0.312 -3.001
H 0.317 1.247 -6.571
H -1.548 0.356 -7.931
H 2.378 -2.684 -0.242
H 2.978 -4.015 -2.299
H 2.267 -3.050 -4.511
*
```